1.
Formula: C30H66N6O12
Source: the Open Molecules 2025 dataset
Level of theory: ωB97M-V/def2-TZVPD

Geometry as XYZ:
```
114
Properties=species:S:1:pos:R:3:forces:R:3:lowdin_charge:R:1
H -12.051 10.455 23.335 0.3 0.4 -0.2 0.129
O -12.938 20.287 18.863 -2.4 -2.3 0.8 -0.027
C -12.305 10.155 22.318 -1.1 -1.9 -0.2 -0.242
H -20.418 11.720 14.153 -0.4 0.1 -0.2 0.079
H -11.116 9.862 15.542 0.1 0.1 -0.1 0.084
N -19.503 18.508 16.299 -0.3 2.1 -0.2 -0.178
H -10.425 13.154 20.152 -0.6 0.0 0.1 0.092
H -14.204 16.245 19.904 -0.1 0.2 0.4 0.093
H -12.450 16.538 18.346 -0.7 0.0 -0.4 0.081
N -18.143 16.564 10.101 -0.4 -1.7 2.3 -0.180
O -21.671 10.709 12.149 -0.9 -0.7 2.9 0.073
C -14.639 17.168 19.519 -1.0 -0.4 -0.4 -0.067
C -10.659 11.136 20.790 0.0 1.1 0.5 -0.547
H -17.924 15.666 12.014 -0.3 0.0 0.3 0.074
O -18.020 18.480 8.979 -0.2 1.1 0.3 0.003
N -11.022 13.220 9.266 -0.5 1.3 -0.9 -0.186
H -17.515 19.455 16.315 -0.7 0.3 0.6 0.088
O -14.945 13.360 15.823 -1.4 -0.7 2.1 -0.037
H -13.817 21.753 12.888 -0.1 0.1 -0.2 0.093
H -15.173 16.907 18.605 -0.4 -0.3 0.1 0.092
O -22.646 9.216 13.652 1.8 2.4 1.4 -0.049
H -11.610 21.547 14.676 0.5 0.0 0.6 0.137
H -10.629 20.442 11.435 -0.1 -0.2 0.3 0.090
C -18.457 17.877 9.937 0.9 -1.5 -1.3 -0.354
H -13.547 12.762 14.504 -0.1 -0.3 -0.3 0.117
C -11.712 12.126 9.884 -1.2 -0.6 -0.5 -0.067
H -21.004 19.640 15.220 0.2 -0.3 -0.2 0.087
C -21.846 10.350 13.317 0.7 -1.8 -2.0 -0.408
H -15.148 13.170 13.824 0.2 0.0 -0.3 0.125
C -11.511 13.691 7.925 1.0 -0.9 0.2 -0.037
H -23.121 6.663 13.413 -0.2 -0.3 0.0 0.079
H -17.588 14.952 8.878 0.1 -0.1 0.1 0.085
H -11.485 12.066 19.106 0.0 0.7 -0.1 0.081
N -10.268 8.953 13.847 -1.0 -1.4 0.0 -0.217
C -10.173 9.836 14.995 0.2 -0.3 -0.9 -0.053
C -14.380 13.464 14.540 1.2 -0.6 -0.5 -0.250
H -11.885 18.152 17.945 -0.4 0.3 0.1 0.094
H -16.157 11.133 18.110 0.2 -0.1 -0.6 0.080
H -11.891 9.166 22.122 0.4 -0.1 0.4 0.125
C -20.419 19.638 16.140 0.6 0.8 0.0 -0.057
C -12.382 17.562 18.715 1.6 -1.1 -0.3 -0.065
H -19.596 16.319 11.677 0.2 0.0 0.1 0.075
H -19.760 20.505 16.111 -0.3 0.3 0.0 0.083
H -14.766 15.444 14.132 0.3 0.6 -0.4 0.067
H -22.776 8.401 11.810 0.1 0.2 -0.2 0.115
H -16.755 16.468 8.543 0.0 0.0 0.1 0.080
H -24.142 9.343 12.304 -0.4 -0.2 0.1 0.125
H -15.301 12.630 18.389 0.0 0.2 -0.1 0.074
C -9.936 13.745 9.899 -0.6 0.1 0.3 -0.340
C -9.189 8.968 12.890 -0.2 0.6 -0.3 -0.048
C -23.981 7.267 13.126 0.2 1.3 0.9 -0.058
C -17.108 15.815 9.341 -1.1 1.1 -0.3 -0.039
C -15.993 12.133 17.709 0.2 0.6 -0.6 0.021
H -24.608 6.769 12.386 0.2 0.2 -0.1 0.079
C -15.426 12.141 16.265 0.9 -1.7 -0.3 -0.451
C -11.103 21.060 13.829 2.6 0.7 1.2 -0.351
O -15.304 11.087 15.642 -0.2 2.3 0.6 0.071
H -13.936 19.992 12.673 -0.1 0.1 0.1 0.089
H -12.113 8.226 14.380 0.0 -0.2 -0.1 0.129
H -16.958 12.636 17.761 0.1 0.3 -0.1 0.080
H -11.951 19.214 11.431 0.2 -0.1 0.2 0.090
H -9.253 9.938 12.396 0.3 0.1 -0.3 0.088
H -14.443 10.835 22.321 0.3 0.3 -0.6 0.074
C -21.073 10.929 14.515 -0.5 0.4 -0.4 0.014
C -18.724 15.797 11.285 1.0 0.7 -1.8 -0.031
H -11.428 11.238 9.320 0.2 -0.5 0.7 0.095
H -21.061 17.341 16.947 0.1 0.2 0.4 0.140
H -21.124 19.814 16.953 0.2 -0.5 0.2 0.088
H -19.169 18.250 10.689 0.1 0.2 -0.1 0.129
N -12.026 20.664 12.992 -0.5 -1.1 -2.0 -0.209
O -9.870 20.970 13.688 -2.1 0.2 0.2 -0.013
O -11.904 10.994 21.292 0.3 1.8 -1.5 -0.021
H -14.847 19.629 19.472 0.1 0.6 0.1 0.129
H -14.116 9.355 23.013 0.0 -0.4 0.1 0.071
H -19.023 14.817 10.912 -0.1 0.0 0.1 0.079
C -19.974 17.362 16.775 1.7 -3.2 -1.2 -0.329
O -9.664 13.528 11.070 0.2 0.0 -0.8 -0.002
H -16.254 15.492 9.936 -0.2 0.1 0.3 0.081
O -19.286 16.321 16.788 -1.3 1.4 0.6 -0.030
H -12.789 12.165 9.720 -0.2 0.5 -0.2 0.080
C -18.153 18.730 15.810 1.3 -1.2 -0.5 -0.057
N -13.627 18.084 19.165 1.5 1.5 -0.2 -0.219
H -11.646 17.400 19.501 0.0 0.6 0.5 0.094
H -12.256 20.865 10.963 -0.1 0.1 -0.2 0.089
H -9.911 10.806 14.571 -0.1 0.3 0.5 0.087
H -8.206 8.901 13.357 0.0 -0.2 0.1 0.090
H -11.634 12.066 10.969 0.8 0.0 -0.3 0.086
C -13.817 9.959 22.157 -0.1 -0.4 1.4 -0.071
H -13.677 20.686 14.281 0.1 0.0 0.0 0.088
H -9.363 8.183 12.154 0.2 0.0 0.2 0.085
C -23.419 8.612 12.665 0.0 -0.5 -2.3 -0.287
H -11.002 14.594 7.587 -0.1 0.1 0.5 0.080
H -18.032 18.970 14.754 -1.0 0.4 -0.2 0.087
C -13.435 20.788 13.223 -0.4 0.1 0.4 -0.062
H -20.392 10.294 15.081 -0.5 -0.7 -0.3 0.085
H -11.291 12.967 7.141 0.3 -0.4 0.1 0.077
H -13.158 14.918 13.452 -0.2 0.0 0.0 0.078
H -21.792 11.357 15.213 0.0 0.0 0.1 0.082
H -17.548 17.824 15.825 -0.5 -0.4 0.6 0.079
C -13.806 19.427 19.176 1.8 1.2 -0.7 -0.298
O -11.362 7.259 12.705 -0.1 1.7 2.0 -0.033
O -9.666 10.652 21.224 0.7 -1.4 0.9 0.128
C -10.585 12.170 19.712 -0.3 -0.2 -0.7 0.016
H -24.571 7.503 14.012 -0.2 -0.5 0.1 0.073
H -9.362 9.493 15.637 0.0 0.1 0.2 0.087
H -13.377 15.310 15.181 0.2 -0.3 0.0 0.072
H -9.694 12.036 19.098 -0.1 -0.4 0.1 0.088
C -11.679 20.247 11.651 0.0 0.4 -0.6 -0.042
C -13.847 14.881 14.296 -1.3 -0.4 0.5 -0.050
H -14.105 9.366 21.289 0.2 0.5 -0.2 0.078
C -11.310 8.087 13.640 0.7 -0.8 -1.5 -0.298
H -15.330 17.653 20.209 0.0 -0.4 0.1 0.091
H -9.349 14.397 9.233 0.1 0.2 0.2 0.132
H -12.592 13.799 7.826 0.0 0.3 0.8 0.080
```
Forces are in eV/Å.

- Total charge: 0
- Energy above the lowest of the compared OMol25 structures with the same formula, charge and spin: 1.587 eV

2.
Formula: C30H66O17S7
Source: the Open Molecules 2025 dataset
Level of theory: ωB97M-V/def2-TZVPD

Geometry as XYZ:
```
120
Properties=species:S:1:pos:R:3:forces:R:3:lowdin_charge:R:1
O -1.353 -1.058 6.576 0.0 0.4 -1.5 -0.336
H 2.454 -7.849 1.513 0.7 0.2 0.0 0.122
H -0.653 -1.666 3.231 0.0 0.4 -0.6 0.056
H -1.347 -1.204 -3.156 -0.5 -1.0 0.8 0.051
H -0.320 -2.517 4.669 0.1 -0.7 0.2 0.100
H 5.795 3.302 -0.810 -0.3 -0.2 -0.1 0.054
H 1.833 1.728 0.719 0.5 1.5 0.6 0.079
O -4.970 1.792 0.705 -0.2 0.1 1.2 0.054
H 4.899 1.951 3.898 -0.4 0.0 -0.2 0.098
S -3.331 4.091 -4.202 1.2 1.9 -1.3 0.711
C 4.641 4.517 -3.420 -0.8 -1.3 -2.9 -0.272
H -1.934 -4.021 3.782 0.0 -1.0 -0.1 0.088
H 3.991 -0.489 -5.125 -0.6 0.2 -0.6 0.055
O 2.945 1.359 3.282 1.3 -0.6 -0.6 -0.020
H 2.733 -0.425 -2.699 0.4 -0.3 0.0 0.033
S 1.643 -0.097 -4.727 -0.5 0.5 -0.3 0.787
C -2.116 -4.067 -0.845 0.8 -0.1 -0.1 -0.225
H 1.116 -6.484 3.235 -0.9 -0.3 0.7 0.091
C 2.860 -5.974 0.392 0.0 -1.3 -1.1 -0.227
H -1.447 5.123 -3.193 0.0 0.1 0.0 0.103
H 1.148 -1.220 -2.605 0.6 0.5 -1.0 0.018
H 2.906 -3.851 0.337 0.0 0.7 0.1 0.094
C -4.384 0.933 -0.104 -1.1 1.3 -1.2 -0.606
H -0.106 2.716 -3.517 -0.5 1.2 -1.3 0.132
C -3.409 -2.801 4.781 -1.1 0.4 0.8 -0.209
H 4.650 0.386 3.045 0.0 0.2 1.0 0.102
C 2.039 -1.043 -3.268 -0.5 -0.3 0.6 -0.274
H -0.175 3.956 -4.892 0.1 -0.1 0.0 0.116
O 0.299 -2.718 -1.186 -0.9 -0.4 0.1 -0.557
H 3.922 -6.023 0.735 -0.7 0.7 -0.7 0.136
H 3.191 0.203 -6.652 -0.3 -0.7 1.3 0.071
O -3.578 0.080 0.156 0.1 -0.3 0.0 0.111
S 4.035 3.107 -2.543 -0.7 1.2 2.3 0.750
C -0.362 0.099 1.154 -0.2 -1.0 -1.1 -0.206
H 2.384 -2.031 -3.573 0.4 0.1 0.1 0.064
C 0.987 -0.607 1.498 0.6 1.6 1.4 -0.187
H -2.778 2.188 1.424 1.4 0.7 0.3 0.060
O 0.463 -0.775 -5.344 -0.1 -0.1 -0.2 -0.572
C -1.127 -2.113 4.077 0.0 0.6 1.1 -0.207
S 1.293 -4.497 1.984 0.1 -1.3 0.2 0.698
H -4.430 -0.516 -2.252 -0.2 -0.1 -0.2 0.089
H 6.326 2.578 -2.368 0.2 -0.3 0.2 0.046
C -4.257 0.554 -2.343 -0.8 0.5 -1.6 -0.064
H -1.275 -0.527 0.946 1.3 0.2 -0.2 0.084
H -2.915 2.384 3.250 0.4 0.1 0.0 0.065
O 3.746 2.046 -3.500 0.1 -1.2 -1.2 -0.550
C 0.080 4.775 2.935 0.9 -0.9 -0.6 -0.054
H -1.584 -4.691 -0.102 0.0 0.4 -0.5 0.033
H -3.607 2.188 -5.771 -0.3 0.2 -0.1 0.083
H 5.199 1.576 -1.263 0.9 1.7 -0.4 0.078
H -3.310 -3.384 5.735 0.3 0.5 -0.9 0.130
O -3.596 5.494 -4.619 0.1 -2.6 0.2 -0.361
H -3.971 -0.798 4.233 0.3 0.3 0.1 0.090
C 2.162 -4.627 0.361 -0.4 0.4 0.0 -0.194
O -4.244 3.393 -3.357 -1.1 -0.4 0.4 -0.327
H -0.461 5.493 3.516 -0.6 0.7 -0.1 0.074
O 1.233 2.608 3.272 -0.9 0.9 0.1 0.027
O 2.895 2.942 4.835 -0.9 0.0 -1.1 0.099
H -3.958 -1.010 5.998 -0.2 0.2 0.6 0.089
H -3.188 0.714 -2.346 0.3 0.2 0.0 0.077
H 2.943 -1.503 -6.168 -0.2 -0.5 0.0 0.036
C -0.772 3.311 -4.247 1.8 -1.0 1.0 -0.245
S -0.011 1.088 -0.304 -0.9 -1.8 -1.0 0.653
C -1.729 4.099 -3.400 -0.1 -0.6 0.6 -0.237
H -0.473 4.349 2.099 -0.4 0.5 -0.1 0.069
C 5.528 2.623 -1.627 -0.8 -1.4 -0.2 -0.246
H 2.075 1.496 -1.082 0.4 -0.1 0.2 0.082
C 0.311 3.623 3.871 1.9 -0.6 0.9 -0.160
S -1.201 -2.488 -1.120 0.3 -0.1 0.4 0.850
H 2.145 -1.102 -0.322 0.1 0.9 0.7 0.097
S -1.715 -0.784 5.181 -0.1 0.6 -0.2 0.732
H -0.865 1.787 -5.722 0.3 -0.5 -1.0 0.087
C 2.119 -0.296 0.462 -1.3 0.0 -1.6 -0.143
C 2.399 2.387 3.863 -0.8 1.2 2.0 -0.627
H -4.749 1.039 -3.221 0.7 -0.9 0.3 0.102
H -4.372 -3.104 4.334 0.3 0.1 0.3 0.114
C 1.688 1.120 -0.134 1.3 -1.9 0.6 -0.227
C -4.537 1.660 2.060 0.1 -0.2 0.5 -0.210
H 2.777 -5.944 3.212 0.5 0.2 0.2 0.103
C -1.516 2.259 -5.034 -2.4 0.8 0.8 -0.208
O -0.534 2.420 -0.176 -0.6 0.4 -0.3 -0.310
H 4.163 0.644 4.811 0.0 -0.3 0.1 0.098
C -2.312 -3.028 3.764 0.8 0.8 -1.1 -0.213
O -0.144 -4.698 1.892 0.3 0.6 -0.5 -0.335
H 1.408 -0.238 2.496 -1.0 -0.3 -1.2 0.128
C 4.246 1.076 3.822 0.7 -0.8 -1.3 -0.024
O -4.887 1.264 -1.302 0.8 -0.9 0.8 0.013
H -0.725 0.751 1.897 0.0 1.1 1.1 0.059
H 2.695 -6.456 -0.596 0.9 0.4 0.4 0.130
H -5.339 1.968 2.694 -0.9 -0.1 0.3 0.113
H -2.249 -4.593 -1.808 -0.1 0.2 0.6 0.056
H -2.653 3.615 -6.475 -0.2 -0.8 0.5 0.104
C -2.834 2.926 -5.613 1.4 1.2 0.5 -0.153
H 0.778 3.868 4.844 -0.3 0.2 -0.6 0.126
H -2.746 -2.379 -3.084 0.6 0.1 0.7 0.071
C 3.083 -0.511 -5.775 0.8 0.9 0.1 -0.258
H -3.044 -3.769 -0.358 -0.2 0.0 -0.4 0.043
O 1.811 -3.400 2.753 0.0 0.4 0.1 -0.324
C 2.095 -6.834 1.336 -1.4 -1.7 1.1 -0.276
C -3.468 -1.264 5.085 0.4 -0.9 -1.2 -0.204
H -2.607 -2.823 2.689 -0.1 -0.2 1.3 0.138
C -1.675 -2.234 -2.811 -0.3 1.4 -1.7 -0.273
O -1.385 0.512 4.550 -0.6 -1.5 1.0 -0.358
C -3.339 2.567 2.272 -0.9 -0.8 -0.9 -0.034
H 3.783 4.861 -4.100 1.3 -0.3 1.1 0.089
H 0.993 5.228 2.506 -0.3 -0.2 0.5 0.092
H 0.798 -1.635 1.653 0.1 -1.1 -0.3 0.041
H -1.792 3.511 -2.479 -0.6 0.5 0.1 0.095
H -0.618 3.123 4.086 -0.2 -0.5 -0.1 0.095
H -3.644 3.608 2.108 0.3 -0.2 0.1 0.096
H 5.476 4.154 -4.057 -0.4 0.4 0.2 0.068
H 3.086 -0.171 0.954 -0.1 -0.2 -0.1 0.094
O -0.257 0.292 -1.523 -0.4 1.1 1.0 -0.365
H 1.102 -7.075 0.950 -0.2 0.4 -0.3 0.119
H -1.092 -2.884 -3.450 0.2 -0.5 0.1 0.055
H 1.438 -4.462 -0.480 0.5 -0.2 0.9 0.095
H -1.877 1.501 -4.319 0.2 0.0 -0.3 0.107
H 4.965 5.248 -2.756 0.4 1.4 1.2 0.024
H -4.310 0.586 2.179 0.1 0.6 0.5 0.114
C 1.885 -6.087 2.630 0.4 0.9 -1.0 -0.211
```
Forces are in eV/Å.

- Total charge: 0
- Energy above the lowest of the compared OMol25 structures with the same formula, charge and spin: 0.000 eV

Number 1: DFT total energy -65688.635 eV, LUMO energy -0.18 eV. Number 2: DFT total energy -142829.453 eV, LUMO energy 0.16 eV.